Entry 1:
C30H62BN2O20S4 | ωB97M-V/def2-TZVPD

Last column: Löwdin charge in e.
Element x y z (Å)
O 12.9095 4.8223 12.8376  0.016
C 12.1820 5.1742 13.7146  -0.557
O 12.2820 4.8629 14.9803  0.155
B 11.2416 5.5350 15.7920  -0.837
O 10.5781 6.3879 14.7553  0.113
C 11.1663 6.2161 13.5272  -0.441
O 10.8808 6.7749 12.4418  -0.046
O 11.8186 6.3684 16.9068  0.214
C 11.2380 6.0850 18.0624  -0.309
O 11.4821 6.6485 19.1659  0.039
C 10.3508 4.8466 17.7524  -0.435
O 10.3978 4.5932 16.5303  0.274
O 9.7698 4.1670 18.5988  0.086
C 11.1258 9.1184 9.2101  -0.261
S 10.2979 10.5361 9.9733  0.778
O 8.8676 10.5679 9.6024  -0.580
C 10.4293 10.1474 11.7982  -0.230
H 10.6607 8.2048 9.5805  0.055
H 12.2097 9.2043 9.1336  0.037
H 10.9549 9.1291 8.1336  0.039
H 9.8442 10.8772 12.3577  0.034
H 11.4363 10.1176 12.2143  0.050
H 9.9178 9.2142 12.0341  0.034
C 13.9365 2.7063 16.4876  -0.234
S 14.9171 1.3338 15.6686  0.835
O 14.0338 0.0255 15.7496  -0.623
C 14.8800 1.9632 13.8910  -0.255
H 12.9990 2.7569 15.9338  0.046
H 14.4503 3.6518 16.3142  0.050
H 13.8241 2.4764 17.5471  0.046
H 13.9265 2.3936 13.5847  0.045
H 15.1223 1.1617 13.1932  0.040
H 15.6368 2.7444 13.8193  0.030
C 8.7348 9.3046 15.4948  -0.234
S 7.6650 9.3856 16.9927  0.825
O 6.6484 10.3615 16.4185  -0.615
C 6.9723 7.6862 17.2672  -0.244
H 8.1195 8.8686 14.7077  0.060
H 9.6318 8.7002 15.6294  0.038
H 9.0958 10.3087 15.2721  0.046
H 7.8626 7.0617 17.3418  0.034
H 6.3139 7.2219 16.5330  0.056
H 6.5396 7.7852 18.2627  0.030
C 15.8296 7.2354 11.8963  -0.213
S 15.0755 8.7852 11.0803  0.823
O 14.7543 9.8305 12.0877  -0.563
C 16.5781 9.3476 10.2779  -0.306
H 16.5999 7.4137 12.6466  0.053
H 16.1523 6.6180 11.0580  0.023
H 15.0429 6.6849 12.4124  0.035
H 17.4897 9.3961 10.8736  0.051
H 16.4098 10.2712 9.7240  0.045
H 16.9133 8.6125 9.5462  0.039
C 13.8598 4.5995 9.4633  -0.321
O 13.2652 4.7246 8.3729  -0.032
N 14.9349 3.8645 9.7105  -0.195
C 15.5338 3.7328 10.9614  -0.089
C 15.4707 3.3340 8.5123  -0.068
H 13.5892 5.1294 10.3897  0.131
H 15.9302 2.7552 11.2357  0.083
H 15.1786 4.1590 11.8996  0.074
H 16.4654 4.2901 10.8634  0.076
H 14.8132 2.5107 8.2331  0.096
H 15.5870 4.0258 7.6780  0.092
H 16.4301 2.8603 8.7203  0.084
C 10.2399 2.6727 11.7034  -0.383
O 10.1529 1.6483 12.3563  -0.016
N 9.3132 3.5912 11.6282  -0.171
C 9.2255 4.5111 10.5328  -0.063
C 8.2014 3.4716 12.5910  -0.016
H 10.9955 2.7551 10.9068  0.133
H 9.4660 5.5097 10.8976  0.068
H 8.2375 4.5636 10.0753  0.078
H 9.8886 4.3729 9.6788  0.086
H 8.3704 2.7516 13.3917  0.086
H 8.2981 4.4016 13.1513  0.089
H 7.2545 3.3557 12.0638  0.082
O 8.3419 5.2791 23.9599  0.056
C 9.0941 6.2543 24.0835  -0.434
O 9.5564 7.0008 22.9950  -0.049
C 9.4277 6.6102 21.6606  -0.239
C 9.2809 7.8892 20.7918  -0.037
C 9.5457 6.8732 25.4164  0.016
H 8.6330 5.8915 21.4607  0.105
H 10.2753 5.9578 21.4507  0.118
H 8.6594 7.6842 19.9202  0.055
H 10.3210 8.0329 20.4990  0.052
H 8.8062 8.7102 21.3292  0.077
H 9.0230 7.7872 25.6983  0.083
H 10.5569 7.2104 25.1883  0.079
H 9.4428 6.0442 26.1167  0.082
O 8.1315 -0.3683 18.9861  0.061
C 7.1266 0.0594 19.6280  -0.410
O 7.0723 1.1914 20.4947  -0.039
C 8.2248 1.8714 20.8690  -0.278
C 7.9860 2.7651 22.0726  -0.072
C 5.7606 -0.4354 19.3295  -0.010
H 8.6196 2.4893 20.0625  0.107
H 9.0175 1.1894 21.1767  0.123
H 8.8596 3.0967 22.6339  0.070
H 7.5166 2.0098 22.7030  0.073
H 7.3396 3.6016 21.8073  0.075
H 5.1893 0.1785 18.6332  0.092
H 5.2866 -0.3605 20.3081  0.081
H 5.6922 -1.4227 18.8726  0.086
O 14.6344 10.1436 23.2121  0.042
C 14.8055 9.9816 21.9740  -0.524
O 14.2878 9.0065 21.2220  0.002
C 13.8565 7.7773 21.7058  -0.212
C 14.8037 6.9161 22.5590  -0.060
C 15.6206 10.9049 21.2234  0.000
H 13.4364 7.2146 20.8721  0.117
H 13.0056 8.1218 22.2935  0.121
H 15.7253 6.6455 22.0436  0.070
H 14.2807 6.0100 22.8649  0.076
H 15.2873 7.3447 23.4368  0.064
H 15.1414 11.8757 21.3500  0.096
H 15.6407 10.7780 20.1410  0.094
H 16.6215 10.8892 21.6547  0.099

Properties
E_LUMO (spin up / spin down): 3.2845 / 3.2807 eV
Total charge: -2
Maximum force: 5.793 eV/A
DFT total energy: -120062.9059 eV
Kohn-Sham gap (spin up / spin down): 2.66 / 6.61 eV
2S+1: 2



Entry 2:
C30H62BO11 | ωB97M-V/def2-TZVPD

Last column: Löwdin charge in e.
Element x y z (Å)
C -6.1157 0.3574 2.0102  -0.080
C -5.0225 0.8778 1.0163  -0.268
O -4.9703 0.1923 -0.2143  -0.159
C -4.4751 -1.1239 -0.0333  -0.228
C -2.9368 -1.2484 -0.2324  -0.108
C -2.1600 -1.2538 1.1351  -0.350
C -1.1233 -2.4464 1.0287  -0.193
O -0.1083 -2.1985 2.0186  -0.142
B -0.2995 -0.7420 2.2789  -0.635
O -1.2452 -0.1799 1.2619  -0.105
H -5.6045 0.0631 2.9353  0.056
H -6.5327 -0.5662 1.5653  0.069
H -6.9338 1.0641 2.1796  0.062
H -4.0299 0.9542 1.5014  0.119
H -5.2966 1.9219 0.7675  0.109
H -4.9557 -1.7641 -0.7997  0.113
H -4.7121 -1.5721 0.9471  0.109
H -2.7711 -2.2538 -0.6550  0.086
H -2.5207 -0.5226 -0.9412  0.118
H -2.7938 -1.2760 2.0467  0.128
H -1.5117 -3.4836 1.0321  0.112
H -0.6085 -2.2903 0.0534  0.118
H -0.9848 -0.7418 3.3157  0.050
H 0.6511 -0.0844 2.5444  0.035
C -1.2662 -1.3157 -4.9653  -0.027
C -2.4998 -1.6730 -4.1803  -0.491
O -2.4306 -2.1536 -3.0741  0.072
C -3.8328 -1.4054 -4.8324  -0.021
H -0.3826 -1.5596 -4.3767  0.086
H -1.2391 -1.8823 -5.8913  0.052
H -1.2597 -0.2470 -5.1838  0.087
H -3.9158 -1.9781 -5.7586  0.076
H -3.9363 -0.3398 -5.0442  0.083
H -4.6322 -1.7085 -4.1575  0.079
C 1.8225 -7.1248 2.5970  -0.030
C 0.9990 -6.4312 1.5418  -0.492
O 0.0393 -6.9771 1.0389  0.044
C 1.4179 -5.0443 1.1458  -0.014
H 1.4098 -8.1156 2.7863  0.074
H 2.8526 -7.2318 2.2533  0.080
H 1.7980 -6.5496 3.5238  0.085
H 2.4308 -5.0674 0.7366  0.086
H 1.3731 -4.3785 2.0109  0.089
H 0.7416 -4.6644 0.3832  0.078
C 0.8962 3.5345 1.7118  -0.013
C 1.8380 2.7598 2.5973  -0.489
O 1.7811 1.5562 2.6606  0.058
C 2.8465 3.5517 3.3948  -0.047
H 0.2297 2.8381 1.2027  0.086
H 0.2974 4.2205 2.3143  0.080
H 1.4625 4.0952 0.9649  0.079
H 2.3346 4.2386 4.0697  0.080
H 3.4944 4.1080 2.7242  0.058
H 3.4541 2.8640 3.9850  0.079
C -3.9268 1.4572 6.0864  -0.019
C -4.7816 2.2175 5.1077  -0.498
O -5.7949 1.7388 4.6518  0.048
C -4.3218 3.5970 4.7150  -0.023
H -4.3746 0.4833 6.2763  0.082
H -2.9277 1.3094 5.6722  0.091
H -3.8618 2.0055 7.0284  0.079
H -3.3396 3.5409 4.2426  0.088
H -4.2740 4.2389 5.5968  0.079
H -5.0288 4.0252 4.0059  0.079
C 5.1354 6.3429 4.3208  -0.014
C 4.2988 6.9888 3.2447  -0.492
O 3.3616 6.4058 2.7462  0.052
C 4.6818 8.3794 2.8202  -0.026
H 4.7520 5.3453 4.5294  0.067
H 6.1714 6.2593 3.9869  0.078
H 5.0877 6.9364 5.2354  0.086
H 5.7032 8.3779 2.4182  0.044
H 4.6145 9.0608 3.6717  0.087
H 3.9991 8.7200 2.0427  0.086
C -1.2908 -2.7797 -9.6988  -0.022
C -1.6158 -1.4443 -9.0821  -0.494
O -1.2352 -1.1554 -7.9712  0.060
C -2.4345 -0.4834 -9.9039  -0.023
H -0.6992 -3.3668 -8.9984  0.084
H -2.2118 -3.3210 -9.9221  0.085
H -0.7135 -2.6367 -10.6138  0.084
H -3.4052 -0.9248 -10.1361  0.085
H -1.9069 -0.2404 -10.8279  0.084
H -2.5918 0.4330 -9.3376  0.083
C -0.4629 -11.3707 -2.0966  -0.034
C 0.2229 -10.0410 -1.9066  -0.508
O 1.3919 -9.8953 -2.1874  0.060
C -0.6049 -8.9119 -1.3560  -0.027
H 0.2486 -12.0913 -2.4985  0.076
H -0.8335 -11.7383 -1.1384  0.082
H -1.2916 -11.2649 -2.7988  0.080
H -0.9804 -9.1725 -0.3658  0.085
H -1.4396 -8.7020 -2.0281  0.088
H 0.0083 -8.0190 -1.2694  0.071
C 8.4844 6.8362 0.8266  -0.012
C 8.0855 8.2664 0.5771  -0.484
O 7.1514 8.7707 1.1604  0.054
C 8.8931 9.0448 -0.4269  -0.021
H 7.8191 6.3984 1.5691  0.076
H 8.4061 6.2613 -0.0973  0.090
H 9.5078 6.7955 1.2034  0.088
H 8.8326 8.5654 -1.4052  0.087
H 9.9342 9.1000 -0.1045  0.085
H 8.4954 10.0553 -0.5056  0.082

Properties
E_LUMO: 1.7425 eV
Total charge: -1
Maximum force: 2.340 eV/A
DFT total energy: -55313.6273 eV
Kohn-Sham gap: 4.44 eV